This record from OMol25 describes an isolated ion of composition C5H10NOS and charge +1 at a distorted geometry. The level of theory is ωB97M-V/def2-TZVPD.

```
! RIJCOSX wB97M-V def2-TZVPD def2/J DEFGRID3
* xyz 1 1
C 3.53870 -1.06087 -0.53651
C -1.08179 0.82575 0.26230
C 0.19358 -0.07370 0.37560
C -2.16666 -0.02873 -0.28134
C -3.13194 -0.54272 0.46098
N 2.70592 -0.85160 0.37678
O 2.32816 1.53702 -0.35985
S 2.01638 0.55126 0.85890
H 3.98994 -0.42223 -1.30544
H 3.67836 -2.07632 -0.83140
H -1.34587 1.34440 1.12180
H -0.79382 1.66670 -0.48400
H 0.20126 -0.82162 1.13061
H 0.34012 -0.59105 -0.60250
H -1.97657 -0.49492 -1.26995
H 2.54237 2.50663 -0.13170
H -3.78657 -1.14758 -0.17712
H -3.25008 -0.41646 1.50922
*
```

## Properties
orbital gap	9.06	eV
energy above the lowest of the compared OMol25 structures with the same formula, charge and spin	3.235	eV
HOMO level	-13.29	eV

How positive or negative is each atom? The natural (NBO) charges in e answer that: atom 1 (C): 0.061, atom 2 (C): -0.459, atom 3 (C): -0.429, atom 4 (C): -0.212, atom 5 (C): -0.333, atom 6 (N): -0.632, atom 7 (O): -0.870, atom 8 (S): 1.331, atom 9 (H): 0.203, atom 10 (H): 0.208, atom 11 (H): 0.233, atom 12 (H): 0.226, atom 13 (H): 0.230, atom 14 (H): 0.244, atom 15 (H): 0.210, atom 16 (H): 0.549, atom 17 (H): 0.224, atom 18 (H): 0.212